# 1
Entry from the OMol25 dataset: an isolated molecule of C5H11NO2 in a non-equilibrium geometry (ωB97M-V/def2-TZVPD).

Calculated values
spin multiplicity: 1
HOMO energy: -8.64 eV
ΔE to the lowest compared entry with this formula, charge and spin: 4.529 eV
molar mass: 117.15 g mol⁻¹

```
19
Properties=species:S:1:pos:R:3:forces:R:3:nbo_charge:R:1
C 0.90992 -1.11348 1.34518 -0.1 0.1 0.0 -0.4114
N -0.14855 -0.13113 1.23693 -0.1 0.0 0.0 -0.4330
C -1.42709 -0.72551 0.91835 0.1 0.0 0.1 -0.4088
C 0.21840 1.04674 0.48850 0.4 -0.1 -0.2 -0.2552
C 0.63575 0.83453 -0.97126 -0.4 0.8 0.2 0.4539
C -0.42247 0.45111 -1.97543 0.4 0.3 -0.1 -0.6661
O 1.88886 0.34310 -1.19507 1.0 -2.0 0.3 -0.2629
O 1.66705 1.72872 -1.39688 -1.1 1.2 -0.2 -0.2619
H 1.12908 -1.62445 0.39694 0.0 -0.1 0.0 0.1659
H 0.61711 -1.85940 2.08255 0.0 -0.1 0.0 0.1985
H 1.81959 -0.62464 1.68761 0.1 0.0 0.0 0.2074
H -2.17340 0.05683 0.79708 -0.1 0.0 0.0 0.1986
H -1.72806 -1.35708 1.75460 -0.1 -0.1 0.0 0.2010
H -1.41523 -1.35149 0.01542 0.0 0.0 -0.1 0.1602
H 1.07104 1.51295 0.99266 -0.1 0.0 -0.1 0.2207
H -0.61787 1.75051 0.50571 0.0 0.0 0.0 0.2042
H -0.57197 -0.62625 -1.96380 0.0 -0.1 0.1 0.2287
H -1.36258 0.94538 -1.74909 -0.1 0.0 0.0 0.2182
H -0.08958 0.74356 -2.96999 0.0 0.0 0.0 0.2419
```
Positions in Å, forces in eV/Å.


# 2
Entry from the OMol25 dataset: a structure of composition C47H53N6OP2SSr in a non-equilibrium geometry (ωB97M-V/def2-TZVPD).

Calculated values
spin multiplicity: 1
net charge: +1
HOMO energy: -9.31 eV
ΔE to the lowest compared entry with this formula, charge and spin: 0.000 eV
molar mass: 899.62 g mol⁻¹

```
111
Properties=species:S:1:pos:R:3:forces:R:3:lowdin_charge:R:1
Sr 11.58812 12.06151 23.34382 -1.0 -1.0 1.6 1.1515
C 13.31000 6.82677 23.64706 0.5 0.0 -0.5 -0.0498
C 13.69648 7.91702 24.61975 -0.2 0.5 0.1 -0.1900
C 12.87574 8.18549 25.73106 0.5 -0.5 0.2 -0.1820
C 11.54940 7.44526 25.88365 0.4 0.0 -0.3 -0.0492
C 13.32391 9.09013 26.72110 -0.4 0.0 -0.7 -0.2011
C 12.68645 9.14615 28.10191 0.4 -0.1 -0.2 -0.0547
C 14.35840 9.97355 26.37833 0.4 -0.3 0.1 -0.1869
C 14.57626 11.17594 27.27426 0.2 -0.3 0.3 -0.0474
C 15.20859 9.72557 25.26511 -1.2 -0.2 0.3 -0.1945
C 16.41650 10.60948 25.07372 0.1 0.2 0.5 -0.0533
C 14.87858 8.65682 24.40681 -0.2 0.4 0.1 -0.2040
C 15.71883 8.32618 23.20340 -0.2 -1.1 -0.3 -0.0579
H 13.19216 7.20082 22.60722 0.3 -0.1 0.5 0.0762
H 12.36316 6.38064 23.90833 -0.1 -0.2 0.1 0.0483
H 14.08699 6.02897 23.62908 -0.5 0.4 -0.1 0.0985
H 10.97897 7.91594 26.67656 -0.2 -0.2 0.1 0.0564
H 11.70862 6.36248 26.09250 -0.3 0.7 -0.1 0.1019
H 10.94474 7.54626 24.95463 0.4 -0.1 0.5 0.0777
H 11.95468 9.94501 28.17065 -0.1 0.2 0.1 0.0424
H 13.46742 9.31189 28.86019 -0.3 0.0 -0.2 0.0888
H 12.18815 8.20744 28.35705 0.1 0.1 -0.1 0.0785
H 14.99795 12.01586 26.72975 0.0 0.1 -0.1 0.0680
H 15.28175 10.94873 28.09076 -0.2 0.1 -0.1 0.0979
H 13.63149 11.50213 27.72399 0.2 -0.1 -0.1 0.0760
H 16.19111 11.55137 24.53155 0.2 -0.4 0.2 0.0820
H 17.22471 10.08276 24.57048 0.0 0.1 -0.1 0.0685
H 16.79968 10.87835 26.07538 -0.1 0.1 -0.6 0.0860
H 16.60374 8.93875 23.13005 0.3 0.0 0.1 0.0492
H 15.17127 8.46396 22.24976 0.1 -0.1 0.4 0.0756
H 16.00182 7.24034 23.23919 0.0 1.0 -0.2 0.1015
C 14.71461 17.71411 10.79008 0.5 -0.4 -0.1 -0.0498
O 15.54943 16.76361 11.50962 -0.8 0.3 0.2 -0.0811
C 15.08433 16.23607 12.67269 0.2 -0.2 0.0 -0.2692
C 13.82797 16.48191 13.22557 -0.2 -0.1 -0.2 -0.0017
C 13.47330 15.88839 14.42663 -0.1 0.2 0.3 -0.0109
C 14.36859 15.09243 15.13128 0.5 -0.1 -0.3 -0.1766
C 15.62132 14.81047 14.57450 -0.9 0.5 -0.5 -0.0177
C 15.95055 15.35983 13.34961 0.7 -0.1 0.1 0.0114
C 13.98799 14.56854 16.42049 -1.3 -0.2 1.5 -0.2268
N 12.81538 14.84562 16.99838 0.5 -0.2 -0.6 0.1833
C 12.78671 14.15539 18.16394 2.0 -0.8 -0.5 -0.1810
C 13.98035 13.42679 18.35127 -1.3 1.4 -1.2 -0.1193
N 14.73521 13.73150 17.22717 -0.1 -0.1 -0.3 0.1845
C 14.23968 12.67702 19.50388 -0.4 0.0 0.9 -0.0801
C 15.43594 11.96950 19.68911 0.0 -0.4 0.7 0.0235
C 15.63854 11.31871 20.90258 -0.7 0.6 -0.7 -0.0118
C 14.63101 11.42943 21.88666 0.2 0.4 0.0 -0.1096
N 13.48610 12.11106 21.73562 1.2 -0.4 -0.6 -0.0467
C 13.24847 12.72552 20.55885 0.8 0.1 -0.8 -0.1594
C 12.01533 13.49098 20.37458 -0.7 0.2 -0.5 -0.1373
N 11.08951 13.55174 21.38017 -0.1 0.6 -0.9 -0.0243
C 9.96006 14.23870 21.16495 0.3 -0.5 0.0 -0.1273
C 9.62516 14.84724 19.94979 0.7 0.1 -0.3 -0.0107
C 10.56663 14.82404 18.92672 -0.7 -0.1 0.8 0.0373
C 11.76827 14.14926 19.12905 0.0 -0.4 1.5 -0.0829
H 15.34582 17.99334 9.93711 -0.3 0.0 0.3 0.0941
H 14.50778 18.61496 11.39934 0.0 -0.6 -0.2 0.1017
H 13.79311 17.23267 10.39460 0.5 0.3 0.5 0.1029
H 13.10550 17.09967 12.70835 0.1 0.0 0.0 0.1087
H 12.49811 16.06531 14.88079 0.2 0.0 -0.3 0.1173
H 16.27366 14.13492 15.09422 0.5 -0.1 -0.1 0.1002
H 16.92878 15.13208 12.93122 -0.2 0.2 -0.1 0.1250
H 15.64396 13.36384 16.97563 -0.3 0.1 0.2 0.1506
H 16.16455 11.95612 18.86457 -0.2 -0.1 0.6 0.1276
H 16.54357 10.75711 21.07674 0.0 0.0 0.2 0.1118
H 14.81864 11.02258 22.88176 -0.2 -0.2 -0.3 0.0896
H 9.24348 14.28848 21.98715 0.3 -0.1 -0.1 0.1032
H 8.67202 15.35864 19.87075 0.2 -0.1 -0.1 0.1159
H 10.44252 15.30676 17.97444 -0.3 0.2 -0.2 0.1214
C 11.57785 9.65581 19.84191 0.4 0.2 -0.1 -0.2719
P 10.42009 9.62487 21.28962 0.5 0.0 0.2 0.8606
C 9.94117 7.85746 21.33200 0.5 -0.5 0.3 -0.2607
C 8.91257 10.29319 20.57845 -1.2 0.6 -0.2 -0.4285
C 8.62311 9.94790 19.26270 -1.3 0.9 -0.3 -0.0905
C 7.45455 10.46433 18.62436 1.2 -0.8 0.0 -0.0611
C 6.60853 11.29311 19.33078 0.0 -0.1 0.6 -0.0796
C 6.86544 11.60584 20.67609 0.2 -0.1 -0.1 -0.0893
C 7.99581 11.10515 21.33040 0.3 -0.2 -0.9 -0.3973
P 8.35685 11.47849 23.08767 -0.3 -0.2 0.0 0.8189
C 6.90808 12.54724 23.53526 0.2 -0.1 0.0 -0.2799
C 7.85707 9.86217 23.87340 -1.0 0.6 -0.6 -0.2687
H 11.57210 8.71292 19.28158 -0.1 0.2 0.0 0.0473
H 12.60469 9.79669 20.20482 -0.2 -0.1 0.0 0.0152
H 11.36182 10.49733 19.15823 0.0 -0.4 0.3 0.0513
H 9.85767 7.42404 20.32542 -0.1 0.2 0.2 0.0519
H 8.99485 7.73069 21.87152 0.2 0.0 -0.2 0.0446
H 10.72773 7.30754 21.86934 -0.3 0.0 -0.1 0.0260
H 9.30032 9.28871 18.73028 -0.2 0.1 -0.1 0.0945
H 7.25073 10.19342 17.57575 0.0 0.2 0.7 0.1135
H 5.68752 11.63728 18.88449 0.0 0.2 -0.1 0.1054
H 6.17049 12.26098 21.21146 0.2 -0.4 -0.3 0.0889
H 5.96143 11.98508 23.42998 0.4 0.4 0.1 0.0561
H 6.90180 13.46037 22.92030 -0.1 -0.4 0.1 0.0354
H 7.03315 12.89261 24.56436 -0.1 -0.2 0.0 0.0410
H 6.84903 9.52130 23.51807 0.8 0.5 0.3 0.0704
H 7.85322 10.04755 24.94203 0.0 -0.2 0.2 0.0130
H 8.56355 9.08330 23.63222 0.4 -0.1 0.1 -0.0012
C 9.36952 15.07273 28.98536 0.4 -0.4 -0.2 -0.0250
C 10.01702 14.57043 27.70276 0.0 0.6 -0.5 -0.3113
C 10.55091 15.43470 26.71288 0.0 0.3 0.3 -0.0269
C 11.06894 14.89365 25.54915 -0.2 -0.5 0.4 -0.1468
N 11.04220 13.56972 25.34203 -0.1 1.0 0.6 -0.1451
C 10.51866 12.81595 26.35402 0.2 -1.2 -0.8 -0.8595
S 10.51053 11.12570 25.99889 0.0 -0.3 0.1 0.5095
N 10.02926 13.25697 27.52160 0.0 0.4 -0.2 0.0979
H 9.37824 16.16577 29.11789 0.2 -0.5 -0.1 0.0805
H 9.87920 14.54795 29.80837 -0.2 0.4 -0.1 0.0887
H 8.33354 14.72927 29.01655 0.0 0.0 -0.1 0.0820
H 10.56038 16.50114 26.88111 0.0 0.1 0.0 0.0998
H 11.52021 15.46722 24.73665 -0.2 0.2 0.4 0.1109
```
Positions in Å, forces in eV/Å.


# 3
Entry from the OMol25 dataset: a structure of composition C16H19AuF4N4S (ωB97M-V/def2-TZVPD).

Calculated values
spin multiplicity: 1
HOMO energy: -7.05 eV
molar mass: 572.38 g mol⁻¹

```
45
Properties=species:S:1:pos:R:3:forces:R:3:nbo_charge:R:1
Au 0.34416 0.19402 1.55032 -0.2 0.3 0.2 0.5129
C 2.71755 2.70933 -0.68356 0.0 0.0 0.0 -0.6235
C 1.29832 3.13968 -0.34820 0.2 -0.1 -0.1 -0.2107
N 0.33121 2.06801 -0.52675 -0.3 -0.1 0.1 -0.4705
C 0.24016 1.51077 -1.86925 0.0 0.0 0.0 -0.2218
C -0.18496 2.48491 -2.96748 0.0 0.0 0.0 -0.6400
C -0.94328 2.44570 0.07212 -0.2 0.2 0.0 -0.2261
C -2.03593 1.37854 0.16727 0.2 0.1 -0.2 -0.2309
N -1.53183 0.12300 0.69371 0.2 -0.2 0.1 -0.7352
C -2.35053 -0.94521 0.80981 0.1 -0.2 -0.1 0.1080
C -1.83154 -2.24532 1.06422 -0.1 0.1 0.0 0.2813
F -0.48499 -2.43923 1.16166 -0.1 0.0 0.0 -0.3587
C -2.61157 -3.36797 1.19443 0.0 -0.1 0.0 0.3431
F -1.99021 -4.54050 1.44770 0.0 0.0 0.0 -0.3235
C -3.98523 -3.33862 1.06122 0.0 0.1 0.0 -0.4090
C -4.52271 -2.09753 0.78723 0.0 0.0 0.0 0.3622
F -5.85325 -1.97565 0.64756 0.0 0.0 0.0 -0.3103
C -3.75958 -0.95328 0.66558 0.0 0.0 0.0 0.2301
F -4.44078 0.19092 0.42991 0.0 0.0 0.0 -0.3194
H 3.42057 3.48356 -0.37407 0.0 0.0 0.0 0.2137
H 2.86003 2.54931 -1.75295 0.0 0.0 0.0 0.1955
H 2.97079 1.78569 -0.15685 0.0 0.1 0.0 0.2264
H 1.02711 4.04093 -0.92286 0.0 0.0 0.0 0.1608
H 1.26153 3.42718 0.70570 0.0 0.0 0.0 0.1991
H -0.45478 0.66999 -1.82729 0.0 0.0 0.0 0.2058
H 1.21177 1.07884 -2.11816 0.0 0.0 0.0 0.1934
H -1.12002 2.98891 -2.71716 0.0 0.0 0.0 0.2053
H -0.34154 1.94798 -3.90407 0.0 0.0 0.0 0.2142
H 0.57080 3.25119 -3.14713 0.0 0.0 0.0 0.2025
H -1.39407 3.31588 -0.43351 0.0 0.0 0.0 0.1737
H -0.70587 2.77474 1.08884 -0.1 0.0 0.0 0.1991
H -2.49654 1.22307 -0.81655 0.0 0.0 0.0 0.1809
H -2.81076 1.81308 0.80613 0.0 0.0 -0.1 0.2002
H -4.59605 -4.22078 1.16631 0.0 0.0 0.0 0.2447
S 2.41235 0.28831 2.59427 0.2 0.0 0.0 -0.1953
C 2.82830 -1.00736 1.54939 -0.1 0.0 -0.1 0.2862
N 2.27183 -2.23446 1.79580 0.2 -0.1 0.0 -0.5043
C 2.43935 -3.30045 0.99828 0.0 0.1 0.0 0.1283
C 3.25700 -3.18062 -0.08599 0.0 0.1 0.0 -0.3364
C 3.85354 -1.92343 -0.27328 0.0 -0.2 -0.1 0.1514
N 3.65425 -0.87861 0.50007 0.1 0.0 0.2 -0.4592
H 1.62210 -2.26686 2.57193 -0.1 0.0 0.0 0.4575
H 1.90062 -4.19742 1.26653 0.0 0.0 0.0 0.2416
H 3.43000 -4.00485 -0.75815 0.0 0.0 0.0 0.2468
H 4.52268 -1.76538 -1.11272 0.0 0.0 0.0 0.2102
```
Positions in Å, forces in eV/Å.